Record 1
# C5H8N2O3

A cluster of 2 separate species, C5H8N2O3 in total at a distorted geometry (ωB97M-V/def2-TZVPD, the Open Molecules 2025 dataset).

Structure (XYZ):
```
18
Properties=species:S:1:pos:R:3:lowdin_charge:R:1
O -0.53 -2.49 -1.38 0.113
C 0.00 -1.68 -0.67 -0.475
O 1.25 -1.19 -1.02 0.077
C -0.40 -1.51 0.79 -0.020
C -0.34 -0.11 1.30 -0.265
C -1.26 0.80 1.69 -0.063
N -0.60 1.94 2.14 0.094
C 0.65 1.68 1.97 -0.188
O 0.89 0.45 1.49 0.044
H 1.65 -0.66 -0.32 0.094
H -1.41 -1.89 0.91 0.139
H 0.27 -2.15 1.39 0.149
H -2.33 0.77 1.53 0.123
H 1.51 2.30 2.22 0.138
N 0.00 0.83 -2.91 -0.013
H 0.25 1.28 -2.03 0.007
H 0.04 0.04 -3.54 0.025
H 0.35 1.59 -3.56 0.019
```

## Properties
SMILES   O=C(O)Cc1cnco1.N
Energy above the lowest of the compared OMol25 structures with the same formula, charge and spin   1.544 eV
HOMO   -9.33 eV
Orbital gap   9.7938 eV

---

Record 2
# C5H8N2O4

A cluster of 2 separate species, C5H8N2O4 in total at a distorted geometry (ωB97M-V/def2-TZVPD, the Open Molecules 2025 dataset).

Structure (XYZ):
```
19
Properties=species:S:1:pos:R:3:lowdin_charge:R:1
C -3.47 -0.85 0.00 0.077
C -2.43 -0.32 0.65 -0.079
C -1.27 0.20 -0.05 -0.436
C 2.08 -1.10 0.15 -0.395
C 0.95 1.10 0.30 -0.462
N 2.80 -0.99 -0.95 0.120
N -0.30 0.73 0.76 0.168
O -1.12 0.18 -1.28 0.048
O 1.92 -1.95 0.98 0.020
O 1.68 1.84 1.18 0.091
O 1.09 1.43 -1.01 0.036
H -4.33 -1.24 0.51 0.066
H -3.45 -0.93 -1.08 0.073
H -2.43 -0.24 1.72 0.105
H 2.69 -0.16 -1.52 0.083
H 3.36 -1.75 -1.32 0.110
H -0.40 0.70 1.76 0.162
H 2.32 2.36 0.67 0.123
H 0.30 1.00 -1.46 0.090
```

## Properties
Energy above the lowest of the compared OMol25 structures with the same formula, charge and spin   2.366 eV
HOMO (spin up / spin down)   -6.71 / -6.43 eV
Orbital gap (spin up / spin down)   6.6689 / 6.3562 eV

---

Record 3
# C5H8N2O4

An isolated molecule of C5H8N2O4 at a distorted geometry (ωB97M-V/def2-TZVPD, the Open Molecules 2025 dataset).

Structure (XYZ):
```
19
Properties=species:S:1:pos:R:3:lowdin_charge:R:1
C -1.65 -2.54 0.76 -0.057
C -2.89 -1.60 1.01 -0.041
C -1.54 -1.14 1.02 -0.262
C 1.50 0.52 0.22 -0.142
C 1.48 0.89 -1.24 -0.003
N -0.73 -0.19 0.66 -0.261
N 1.91 2.03 -1.69 -0.310
O -1.15 0.94 0.47 0.100
O 0.62 -0.57 0.62 -0.014
O 2.64 2.90 -0.80 0.066
O 1.72 2.38 -2.86 -0.026
H -1.49 -3.20 1.53 0.068
H -1.30 -2.89 -0.24 0.120
H -3.48 -1.12 0.21 0.111
H -3.40 -1.89 1.97 0.117
H 1.48 1.36 0.87 0.101
H 2.53 0.20 0.62 0.155
H 2.64 3.78 -1.24 0.131
H 1.08 0.14 -1.90 0.147
```

## Properties
Spin multiplicity   3
Energy above the lowest of the compared OMol25 structures with the same formula, charge and spin   6.318 eV
⟨S²⟩   2.01
HOMO (spin up / spin down)   -5.80 / -9.05 eV
Orbital gap (spin up / spin down)   6.4749 / 7.8745 eV

---

Record 4
# C5H8N2OS

A cluster of 2 separate species, C5H8N2OS in total at a distorted geometry (ωB97M-V/def2-TZVPD, the Open Molecules 2025 dataset).

Structure (XYZ):
```
17
Properties=species:S:1:pos:R:3:lowdin_charge:R:1
C -1.23 -1.70 0.09 -0.243
C -0.65 -3.67 -0.77 -0.453
C -0.71 -1.21 -1.11 -0.660
C 0.70 0.72 0.88 -0.030
C 0.85 1.25 -0.48 -0.238
N -1.22 -3.02 0.17 -0.070
N -0.58 0.07 -1.46 0.002
O 0.44 2.49 -0.75 0.010
S 0.07 -2.58 -2.02 0.934
H -2.10 -1.30 0.65 0.124
H -0.58 -4.71 -0.84 0.044
H 0.06 1.59 1.34 0.140
H 0.21 -0.18 0.90 0.015
H 1.58 0.70 1.40 0.062
H 1.68 1.00 -1.08 0.122
H -0.05 0.14 -2.38 0.082
H -0.40 2.90 -0.40 0.161
```

## Properties
Energy above the lowest of the compared OMol25 structures with the same formula, charge and spin   4.257 eV
HOMO (spin up / spin down)   -7.50 / -7.50 eV
Orbital gap (spin up / spin down)   7.8823 / 7.8835 eV

---

Record 5
# C5H8N2OS

An isolated molecule of C5H8N2OS at a distorted geometry (ωB97M-V/def2-TZVPD, the Open Molecules 2025 dataset).

Structure (XYZ):
```
17
Properties=species:S:1:pos:R:3:lowdin_charge:R:1
C -0.11 -1.22 1.81 -0.007
C 0.14 -0.46 0.45 -0.253
N 0.37 -1.08 -0.61 0.062
C 0.47 -0.11 -1.70 -0.513
O -0.25 -0.59 -2.76 -0.488
S -1.55 -1.56 -2.32 0.816
N 0.16 1.22 -1.15 0.169
C 0.18 1.03 0.08 -0.321
C 0.11 2.17 1.05 -0.025
H 0.81 -1.74 2.04 0.064
H -0.98 -1.89 1.70 0.079
H -0.17 -0.46 2.70 0.098
H 1.53 0.08 -2.09 0.179
H -1.12 -2.65 -3.03 -0.106
H 0.81 1.86 1.80 0.063
H -0.87 2.30 1.51 0.084
H 0.46 3.09 0.52 0.098
```

## Properties
SMILES   CC1=NC(OS)N=C1C
Energy above the lowest of the compared OMol25 structures with the same formula, charge and spin   3.271 eV
HOMO   -8.68 eV
Orbital gap   9.0367 eV

---

Record 6
# C5H8N2S

An isolated molecule of C5H8N2S at a distorted geometry (ωB97M-V/def2-TZVPD, the Open Molecules 2025 dataset).

Structure (XYZ):
```
16
Properties=species:S:1:pos:R:3:lowdin_charge:R:1
C 0.68 -1.77 0.82 -0.154
N 0.11 -1.29 1.93 -0.325
S -1.19 -0.30 1.65 0.841
C -0.49 1.19 0.97 -0.474
C 0.15 1.28 -0.30 -0.382
N -0.58 0.73 -1.41 0.039
C 0.55 -0.02 -0.89 -0.302
C 0.05 -1.39 -0.58 -0.171
H 1.52 -2.32 0.89 0.058
H -0.09 1.93 1.98 0.163
H -1.60 1.62 0.92 0.090
H 0.70 2.12 -0.55 0.120
H -0.33 1.48 -2.15 0.140
H 1.35 0.22 -1.54 0.127
H -1.14 -1.40 -0.37 0.120
H 0.32 -2.09 -1.38 0.109
```

## Properties
SMILES   C1=NSC[C@@H]2N[C@@H]2C1
Energy above the lowest of the compared OMol25 structures with the same formula, charge and spin   4.928 eV
HOMO   -7.97 eV
Orbital gap   8.6810 eV

---

Record 7
# C5H8N2S

An isolated molecule of C5H8N2S at a distorted geometry (ωB97M-V/def2-TZVPD, the Open Molecules 2025 dataset).

Structure (XYZ):
```
16
Properties=species:S:1:pos:R:3:lowdin_charge:R:1
N 2.39 -1.37 -0.12 0.087
C 1.44 -0.29 -0.11 -0.319
C 1.36 0.99 -0.52 -0.031
C -0.10 1.43 -0.51 -0.070
C -0.72 0.65 0.26 -0.437
C -2.06 0.32 0.76 -0.411
S -2.91 -0.73 -0.60 0.649
N 0.10 -0.53 0.44 0.066
H 2.50 -1.83 -1.00 0.068
H 3.18 -1.06 0.38 0.058
H 2.11 1.65 -1.03 0.108
H -0.51 2.46 -0.64 0.125
H -2.77 1.13 0.85 0.059
H -1.96 -0.09 1.72 0.054
H -1.82 -1.52 -0.94 -0.132
H -0.23 -1.23 1.07 0.124
```

## Properties
SMILES   Nc1ccc(CS)[nH]1
Energy above the lowest of the compared OMol25 structures with the same formula, charge and spin   2.159 eV
HOMO   -8.36 eV
Orbital gap   9.2326 eV

---

Record 8
# C5H8N2S

An isolated molecule of C5H8N2S at a distorted geometry (ωB97M-V/def2-TZVPD, the Open Molecules 2025 dataset).

Structure (XYZ):
```
16
Properties=species:S:1:pos:R:3:lowdin_charge:R:1
C -2.26 -0.74 0.75 0.010
C -1.23 -1.14 -0.07 -0.134
C -0.04 -0.28 -0.25 -0.248
C 1.20 -1.13 -0.41 -0.279
N 2.45 -0.97 -0.28 -0.377
S 3.18 0.39 0.43 0.709
C 0.08 1.08 -0.39 -0.126
N -0.87 2.09 -0.15 0.081
H -2.15 0.26 1.23 0.058
H -3.13 -1.36 0.91 0.045
H -1.17 -2.14 -0.51 0.092
H 0.94 -2.13 -0.76 0.100
H 4.36 -0.21 0.49 -0.164
H 1.11 1.39 -0.67 0.076
H -0.62 3.04 -0.25 0.079
H -1.85 1.84 -0.07 0.076
```

## Properties
SMILES   C=CC(/C=N\S)=C\N
Energy above the lowest of the compared OMol25 structures with the same formula, charge and spin   2.482 eV
HOMO   -7.88 eV
Orbital gap   8.5041 eV